66
Properties=species:S:1:pos:R:3:forces:R:3:lowdin_charge:R:1 method="wB97M-V/def2-TZVPD" spin_multiplicity=1 e_homo_ev=-11.378 lumo_energy_ev=-0.07 gap_ev=11.3 total_charge=0 smiles=CC#N.CC#N.CC#N.CC#N.CC#N.CC#N.CC#N.CC#N.CC#N.CC#N.CC#N e_above_lowest_kj_mol=187.1
C -3.41644 5.40741 0.78771 0.38 1.00 -0.68 -0.050
C -2.93197 4.08262 0.97336 0.57 -2.46 0.44 -0.270
N -2.53526 2.99672 1.04557 -0.54 1.12 0.06 0.165
H -3.07950 5.66190 -0.21718 -0.39 0.16 -0.30 0.090
H -2.86993 6.11493 1.41127 -0.33 -0.13 0.43 0.084
H -4.50225 5.47260 0.85750 0.19 0.07 0.13 0.097
C -0.56534 -0.04550 -0.29529 0.28 0.30 -0.32 -0.050
C 0.47082 -0.01064 0.72569 0.83 -0.81 1.00 -0.257
N 1.29626 -0.00189 1.53872 -0.85 0.20 -0.88 0.164
H -0.90686 -1.03204 -0.60867 0.14 -0.17 0.58 0.067
H -0.10065 0.35478 -1.19637 -0.32 0.42 -0.16 0.052
H -1.38689 0.57446 0.06360 -0.12 0.07 -0.34 0.061
C -0.24421 2.52023 3.45335 -0.07 0.57 -0.03 -0.072
C -0.51387 3.97286 3.28046 0.97 -4.68 0.58 -0.294
N -0.65374 5.07995 3.18946 -0.63 3.82 -0.45 0.140
H 0.81189 2.29439 3.30587 -0.01 0.21 -0.10 0.063
H -0.82009 1.94185 2.73090 -0.09 0.11 0.14 0.038
H -0.48946 2.21929 4.47188 -0.18 0.03 -0.10 0.083
C -4.78034 0.71991 -0.83404 -0.02 0.93 -1.47 -0.084
C -6.10308 1.12981 -0.34250 -0.65 -0.84 0.73 -0.270
N -7.17368 1.32143 0.05491 1.21 0.10 -0.47 0.119
H -4.45913 1.51048 -1.51222 0.39 0.60 0.41 0.070
H -4.84031 -0.04153 -1.61168 -0.40 -0.75 0.64 0.069
H -3.98279 0.54236 -0.11259 -0.50 0.01 0.17 0.058
C 3.25154 -1.19794 -2.36562 0.29 -0.80 2.18 -0.037
C 3.19089 -2.11974 -1.14876 -0.12 1.27 -2.92 -0.250
N 3.15889 -2.86921 -0.29465 0.00 -0.78 1.26 0.135
H 3.19633 -1.72909 -3.31585 -0.17 -0.11 0.33 0.071
H 4.23725 -0.74622 -2.25420 -0.14 0.38 -0.38 0.077
H 2.45040 -0.47103 -2.23191 0.20 0.06 -0.36 0.041
C 4.57069 0.88712 2.19549 1.55 0.11 0.39 -0.080
C 5.65888 1.88942 2.45891 2.73 2.88 -0.18 -0.244
N 6.56565 2.65462 2.59568 -3.91 -3.30 -0.44 0.103
H 3.54391 1.25289 2.20158 0.31 0.12 0.22 0.047
H 4.77159 0.12936 2.95281 -0.59 -0.03 0.09 0.047
H 4.77655 0.37430 1.25595 -0.05 0.26 -0.15 0.074
C 3.28089 -2.08419 3.60492 -0.60 -1.55 1.51 -0.079
C 2.70251 -3.06362 4.55199 -0.37 -0.10 0.45 -0.296
N 2.22566 -3.85499 5.23873 0.21 0.29 -0.22 0.114
H 3.58975 -1.22198 4.19594 -0.09 0.10 -0.42 0.070
H 2.45114 -1.92184 2.91699 0.70 0.51 -0.49 0.050
H 4.13248 -2.66764 3.25496 0.09 0.67 -0.82 0.086
C -3.51268 -3.57010 -0.52810 -1.10 1.20 -0.59 -0.062
C -4.79635 -3.33977 -1.31681 0.85 -1.05 0.34 -0.255
N -5.75113 -3.17062 -1.94201 0.68 0.03 0.48 0.117
H -3.16889 -4.58032 -0.30593 -0.70 -0.12 -0.41 0.074
H -3.66728 -3.04540 0.41470 0.21 -0.02 0.06 0.071
H -2.72834 -3.06597 -1.09270 0.10 -0.01 0.10 0.043
C 1.07448 -5.31413 -0.90583 0.51 -0.70 0.58 -0.077
C 0.50092 -4.23243 -1.61607 -1.23 3.28 -1.83 -0.302
N 0.05126 -3.34095 -2.22255 0.78 -1.70 1.18 0.137
H 0.92557 -6.17920 -1.55204 0.11 -0.39 0.54 0.095
H 0.62116 -5.38068 0.08319 -0.25 -0.41 -0.16 0.096
H 2.13025 -5.13149 -0.70560 0.04 0.01 -0.31 0.063
C 0.78017 -1.16165 -5.50712 0.18 -0.74 0.56 -0.063
C 0.77815 -0.05112 -4.51460 -0.16 -0.38 -0.83 -0.244
N 0.71862 0.82162 -3.76516 0.19 -0.53 -0.19 0.142
H 1.63907 -1.82770 -5.42477 0.59 0.57 0.24 0.066
H 0.72176 -0.89858 -6.56328 -0.22 0.52 0.32 0.083
H 0.02074 -1.90398 -5.26153 -0.61 0.51 0.00 0.076
C 0.27332 3.23588 -0.36234 0.90 -0.43 0.26 -0.083
C -0.73918 3.26802 -1.38690 -0.85 -0.52 -0.74 -0.323
N -1.55717 3.28434 -2.19935 0.45 0.09 0.48 0.144
H 1.07117 2.51839 -0.55403 0.18 0.19 -0.87 0.072
H -0.06917 2.80341 0.57776 -0.59 0.89 0.12 0.032
H 0.70546 4.23571 -0.32136 0.04 -0.12 0.63 0.096


21
Properties=species:S:1:pos:R:3:forces:R:3:lowdin_charge:R:1 method="wB97M-V/def2-TZVPD" spin_multiplicity=1 e_homo_ev=-9.746 lumo_energy_ev=0.46 gap_ev=10.2 total_charge=0 smiles="N[C@H](Cc1ncccn1)C(=O)O" e_above_lowest_kj_mol=0.0
N 1.70064 -0.11736 -1.82770 0.55 0.15 0.25 0.026
C 1.15345 1.03939 -1.10196 -0.01 0.45 -0.53 -0.292
C 1.16527 0.95610 0.42583 0.38 -0.13 -0.52 -0.090
C 0.26316 -0.09835 0.98343 -0.21 -0.86 0.13 -0.323
N -0.06276 -1.15272 0.19769 0.03 0.44 0.39 0.126
C -0.82349 -2.09621 0.75083 0.48 0.95 0.43 -0.105
C -1.22266 -2.00881 2.07061 -1.09 -1.32 0.27 -0.061
C -0.79568 -0.93968 2.82057 0.14 0.58 -0.19 -0.113
N -0.06908 0.03606 2.26481 -0.01 -0.21 0.26 0.131
C -0.28432 1.33374 -1.63722 0.46 -0.22 0.61 -0.517
O -1.09052 1.96928 -1.01240 0.11 -0.05 -0.17 0.109
O -0.52392 0.81328 -2.83705 0.54 -0.15 -0.28 0.103
H 2.72735 -0.11279 -1.76665 -0.72 -0.11 -0.10 0.095
H 1.33291 -0.96178 -1.38406 0.20 0.19 -0.17 0.063
H 1.75330 1.92629 -1.41099 -0.36 -0.47 0.23 0.160
H 0.90615 1.91544 0.84748 -0.22 0.20 0.17 0.118
H 2.19225 0.73830 0.77095 -0.29 0.03 -0.15 0.132
H -1.08687 -2.94596 0.15666 -0.15 -0.29 -0.42 0.107
H -1.89961 -2.79149 2.46520 0.65 0.60 -0.06 0.113
H -1.03817 -0.83755 3.88267 0.05 0.01 -0.37 0.115
H 0.31222 0.32997 -3.08186 -0.54 0.19 0.21 0.104


15
Properties=species:S:1:pos:R:3:forces:R:3:lowdin_charge:R:1 method="wB97M-V/def2-TZVPD" spin_multiplicity=1 e_homo_ev=-9.958 lumo_energy_ev=0.56 gap_ev=10.5 total_charge=0 smiles="C=C[C@@H]1Cn2nnnc21" e_above_lowest_kj_mol=631.0
C 0.13541 2.07166 2.42476 3.65 -1.89 -0.17 -0.028
C 0.54783 1.01311 1.58546 -0.12 4.44 2.66 -0.192
C -0.49598 0.09451 1.02752 -1.99 -0.55 1.72 -0.199
C -0.27336 -1.57488 0.92705 -0.24 2.49 0.38 0.033
N -0.13922 -1.24651 -0.59075 2.41 -1.26 -1.61 -0.001
N 0.63858 -1.24628 -1.88110 -2.62 2.46 -1.06 0.055
N 0.33628 -0.07716 -2.46970 0.04 -2.77 5.16 0.038
N -0.35718 0.81188 -1.38983 1.85 1.31 -5.80 0.137
C -0.43170 0.01171 -0.47250 -1.88 0.14 4.20 -0.573
H -0.84198 1.99954 3.02534 1.56 0.88 -1.10 0.066
H 1.22391 2.76063 2.66933 -4.23 -1.58 -0.08 0.133
H 1.64739 1.30050 1.43352 -1.59 -1.96 -1.12 0.109
H -1.55295 0.48636 1.57195 2.73 -1.44 -1.69 0.187
H -1.31020 -1.93554 1.16241 1.42 -0.56 -0.51 0.113
H 0.59144 -2.00172 1.50331 -0.98 0.28 -0.97 0.121


21
Properties=species:S:1:pos:R:3:forces:R:3:lowdin_charge:R:1 method="wB97M-V/def2-TZVPD" spin_multiplicity=1 e_homo_ev=-9.223 lumo_energy_ev=0.51 gap_ev=9.7 total_charge=0 e_above_lowest_kj_mol=280.0
C -0.70980 -0.93002 0.13163 0.12 -0.20 -0.13 -0.414
C 1.11643 0.07898 1.27264 -0.77 0.10 -0.18 -0.138
C -1.45758 -0.73128 -1.18721 0.03 0.02 0.19 -0.188
C 2.13277 1.12431 1.53115 0.19 -0.14 -0.17 -0.055
C -2.22728 0.58700 -1.25980 0.05 -0.14 0.06 -0.099
N 0.32243 0.11408 0.25549 0.53 -0.20 0.27 0.016
O -1.55570 -0.94794 1.25692 0.06 0.08 0.04 -0.005
O 2.36493 -0.56374 -0.85501 -1.55 0.43 0.49 -0.303
H -2.04747 -0.11789 1.28016 -0.01 -0.03 -0.02 0.089
H 3.04993 -0.53465 -1.52964 -0.50 0.29 -0.28 -0.032
H 1.16523 0.01097 -0.70592 2.25 -0.36 -0.39 0.129
H -0.19664 -1.89715 0.13053 -0.15 0.02 -0.03 0.156
H 1.01138 -0.72551 2.00180 -0.19 0.13 0.19 0.144
H -2.13939 -1.57521 -1.30911 0.02 0.01 0.00 0.115
H -0.72545 -0.78674 -1.99611 0.01 0.00 0.03 0.113
H 1.88368 1.64893 2.46027 -0.06 -0.07 -0.06 0.088
H 3.10709 0.65753 1.66253 0.02 -0.04 0.06 0.087
H 2.19555 1.82813 0.70735 -0.08 0.02 -0.02 0.085
H -1.57184 1.43375 -1.05443 -0.01 0.02 -0.06 0.072
H -3.05245 0.60929 -0.54422 -0.01 0.01 0.01 0.068
H -2.66581 0.71717 -2.24902 0.03 0.03 0.02 0.073


8
Properties=species:S:1:pos:R:3:forces:R:3:lowdin_charge:R:1 method="wB97M-V/def2-TZVPD" spin_multiplicity=1 e_homo_ev=-10.148 lumo_energy_ev=0.59 gap_ev=10.7 total_charge=0 smiles="C=O.C=O" e_above_lowest_kj_mol=252.5
C -3.97892 -0.66580 0.31428 -1.13 -0.49 0.72 -0.155
O -3.70121 -1.73721 -0.14730 0.72 0.46 -0.50 -0.008
H -3.51851 0.32521 0.08762 0.15 -0.58 -0.18 0.084
H -4.82207 -0.67352 1.04538 0.27 0.60 -0.05 0.079
C 3.99175 0.73950 -0.32046 -1.12 -2.66 1.05 -0.115
O 3.24716 -0.04456 0.29154 1.85 2.39 -1.55 -0.044
H 4.93685 1.11704 0.13747 -0.59 0.10 -0.05 0.080
H 3.84496 0.93936 -1.40856 -0.15 0.18 0.55 0.080


10
Properties=species:S:1:pos:R:3:forces:R:3:lowdin_charge:R:1 method="wB97M-V/def2-TZVPD" spin_multiplicity=1 e_homo_ev=-8.750 lumo_energy_ev=0.91 gap_ev=9.7 total_charge=0 e_above_lowest_kj_mol=747.0
C -2.00290 -0.63930 -0.47569 -4.04 -1.62 -0.28 -0.273
C 2.30409 0.86254 0.55698 2.31 2.84 3.83 -0.064
N 1.12132 -0.31059 -1.08058 -0.41 -0.77 -0.96 0.216
N 1.71467 0.20712 -0.28107 -2.37 -2.07 -3.00 -0.226
O -2.05271 0.37410 0.45114 -0.57 3.01 -0.73 0.007
O -1.52356 -0.87839 0.73810 2.69 -2.60 2.79 -0.017
H -2.98719 -1.15671 -0.54451 0.43 0.55 -0.67 0.131
H 1.98733 1.88899 0.67385 0.21 0.01 0.02 0.078
H 2.86934 0.34322 1.30594 0.25 -0.01 0.09 0.068
H -1.43040 -0.69099 -1.34417 1.48 0.65 -1.09 0.079


| no. | E (eV) |
| --- | --- |
| 1 | -39735.83916 |
| 2 | -15970.91776 |
| 3 | -11235.12761 |
| 4 | -10978.97694 |
| 5 | -6231.69062 |
| 6 | -9207.48026 |